Entry 1:
Below is 7 unconnected molecules or ions with the total composition C44H59ClN6O5S at a distorted geometry, with properties calculated with ωB97M-V/def2-TZVPD.

* HOMO: -8.91 eV
* SMILES: CCCO[C@@H](CCCOC)[C@H](CCCCS(=O)(=O)Cl)OC.c1ccncc1.c1ccncc1.c1ccncc1.c1ccncc1.c1ccncc1.c1ccncc1
* total energy: -89118.141 eV
* HOMO-LUMO gap: 9.3717 eV

Structure (ORCA input):
```
! wB97M-V def2-TZVPD RIJCOSX def2/J DEFGRID3
* xyz 0 1
C -2.76 -1.73 -2.15
C -3.43 -0.35 -2.00
C -2.45 0.78 -1.65
O -1.19 0.28 -1.23
C -0.13 1.24 -1.38
C 0.83 1.07 -0.21
C 1.43 2.42 0.26
C 1.08 2.68 1.72
O 1.65 3.86 2.24
C 0.95 5.03 1.85
C 0.47 1.02 -2.79
C 1.08 -0.37 -2.97
C 1.18 -0.73 -4.45
C 1.91 -2.06 -4.68
C 2.37 -2.26 -6.13
S 1.03 -2.00 -7.29
O 0.89 -0.62 -7.63
O -0.14 -2.72 -6.85
Cl 1.72 -2.96 -8.97
O 1.28 2.10 -3.22
C 2.64 2.06 -2.83
H -2.30 -2.04 -1.21
H -2.03 -1.71 -2.96
H -3.53 -2.46 -2.42
H -3.92 -0.12 -2.95
H -4.22 -0.41 -1.25
H -2.36 1.45 -2.52
H -2.87 1.36 -0.83
H -0.58 2.23 -1.38
H 0.24 0.67 0.62
H 1.63 0.36 -0.42
H 1.05 3.24 -0.36
H 2.52 2.45 0.14
H 1.45 1.85 2.33
H -0.01 2.68 1.82
H 1.24 5.84 2.51
H -0.14 4.90 1.92
H 1.21 5.32 0.82
H -0.40 1.05 -3.46
H 0.36 -1.07 -2.52
H 2.02 -0.50 -2.43
H 0.16 -0.83 -4.83
H 1.65 0.06 -5.04
H 1.29 -2.91 -4.39
H 2.81 -2.09 -4.06
H 2.71 -3.28 -6.30
H 3.14 -1.53 -6.38
H 2.95 3.08 -2.60
H 2.85 1.45 -1.96
H 3.29 1.71 -3.65
C 4.46 -4.20 -0.66
C 3.18 -3.69 -0.48
C 3.06 -2.37 -0.08
N 4.09 -1.55 0.14
C 5.31 -2.06 -0.03
C 5.55 -3.37 -0.43
H 4.60 -5.22 -0.98
H 2.31 -4.30 -0.66
H 2.08 -1.92 0.06
H 6.14 -1.39 0.16
H 6.56 -3.73 -0.55
C 2.56 -8.96 -3.32
C 2.97 -8.68 -2.03
C 2.88 -7.37 -1.58
N 2.42 -6.36 -2.32
C 2.02 -6.65 -3.56
C 2.07 -7.93 -4.10
H 2.61 -9.97 -3.71
H 3.36 -9.46 -1.38
H 3.20 -7.11 -0.57
H 1.65 -5.82 -4.14
H 1.73 -8.10 -5.11
C -4.29 1.84 3.90
C -3.11 1.92 3.19
C -3.07 1.44 1.90
N -4.12 0.89 1.28
C -5.26 0.81 1.98
C -5.40 1.27 3.28
H -4.36 2.22 4.91
H -2.22 2.36 3.64
H -2.16 1.48 1.31
H -6.10 0.36 1.46
H -6.34 1.18 3.79
C -6.11 4.65 -2.49
C -5.51 3.52 -1.97
C -5.27 3.47 -0.61
N -5.60 4.45 0.24
C -6.18 5.53 -0.28
C -6.46 5.68 -1.63
H -6.31 4.73 -3.56
H -5.22 2.69 -2.61
H -4.80 2.60 -0.16
H -6.43 6.31 0.43
H -6.93 6.58 -1.99
C 5.73 -2.53 5.75
C 5.10 -2.36 4.53
C 5.76 -2.78 3.38
N 6.97 -3.33 3.38
C 7.57 -3.48 4.57
C 7.00 -3.10 5.77
H 5.25 -2.22 6.67
H 4.11 -1.92 4.46
H 5.29 -2.67 2.41
H 8.56 -3.92 4.54
H 7.53 -3.24 6.70
C -5.32 5.71 8.38
C -6.00 5.77 7.18
C -5.37 5.28 6.04
N -4.14 4.76 6.04
C -3.50 4.71 7.21
C -4.04 5.17 8.40
H -5.77 6.08 9.29
H -6.99 6.18 7.12
H -5.87 5.30 5.08
H -2.51 4.28 7.18
H -3.47 5.10 9.32
*
```

***

Entry 2:
Below is a molecular structure, C44H59IrN9O3PSe2 at a distorted geometry, with properties calculated with ωB97M-V/def2-TZVPD.

* HOMO (alpha / beta): -10.54 / -10.55 eV
* total energy: -208952.778 eV
* HOMO-LUMO gap (alpha / beta): 6.5382 / 6.5524 eV
* energy relative to the best compared isomer or geometry (same formula, charge and spin): 0.000 eV

Structure (ORCA input):
```
! wB97M-V def2-TZVPD RIJCOSX def2/J DEFGRID3
* xyz 1 2
Ir -0.51 1.75 0.35
O 3.16 -1.30 -2.24
C 3.13 -2.70 -2.35
C 2.23 -3.27 -1.24
C 2.29 -4.82 -1.33
O 1.63 -5.45 -0.27
C 0.79 -2.83 -1.42
Se 0.50 -0.90 -1.39
C 2.74 -2.86 0.13
Se 2.49 -0.99 0.59
H 3.72 -0.94 -2.94
H 4.14 -3.12 -2.26
H 2.72 -3.01 -3.32
H 3.33 -5.14 -1.40
H 1.77 -5.14 -2.24
H 2.26 -5.63 0.44
H 0.18 -3.25 -0.61
H 0.40 -3.18 -2.38
H 3.81 -3.06 0.21
H 2.21 -3.42 0.91
C -0.35 -1.58 5.11
N -0.71 -1.02 3.82
C -0.32 0.12 3.24
N -0.71 0.12 1.98
C -1.33 -1.08 1.83
N -1.34 -1.78 2.93
C 0.56 -2.75 4.82
C 0.12 -4.06 4.98
C 0.93 -5.12 4.58
C 2.17 -4.88 4.02
C 2.61 -3.56 3.85
C 1.80 -2.50 4.25
C 3.87 -3.30 3.20
N 4.74 -4.16 2.78
N 5.72 -3.48 2.16
C 5.41 -2.22 2.22
O 4.23 -2.03 2.87
C 6.08 -1.12 1.58
C 7.29 -1.33 0.92
C 7.88 -0.29 0.23
C 7.26 0.94 0.16
C 6.06 1.16 0.81
C 5.39 2.52 0.74
N 3.97 2.45 0.91
C 2.99 2.12 0.06
N 1.83 2.16 0.68
C 2.15 2.53 1.95
N 3.43 2.71 2.11
C 5.49 0.14 1.56
H -1.26 -1.91 5.62
H 0.16 -0.81 5.70
H 0.21 0.90 3.74
H -1.76 -1.43 0.92
H -0.85 -4.26 5.40
H 0.59 -6.13 4.71
H 2.82 -5.68 3.71
H 2.14 -1.49 4.10
H 7.74 -2.31 0.96
H 8.83 -0.44 -0.27
H 7.71 1.75 -0.41
H 5.62 3.00 -0.21
H 5.77 3.15 1.56
H 3.15 1.86 -0.97
H 1.44 2.71 2.72
H 4.58 0.31 2.13
N -1.29 4.43 2.00
C -1.01 3.49 1.40
C -4.36 -1.81 -3.54
C -3.56 -2.15 -2.30
C -3.41 -0.92 -1.39
C -3.35 0.39 -2.19
C -2.67 0.11 -3.52
C -3.62 -0.75 -4.38
P -2.53 1.70 -1.12
C -2.10 3.04 -2.35
C -0.62 2.83 -2.69
C -0.01 4.03 -3.42
C -1.10 4.86 -4.10
C -2.06 5.44 -3.05
C -2.27 4.48 -1.87
C -3.88 2.41 -0.05
C -5.26 2.66 -0.69
C -6.28 1.64 -0.20
C -6.51 1.79 1.31
C -5.19 2.05 2.05
C -4.00 1.56 1.23
H -5.34 -1.43 -3.23
H -4.54 -2.70 -4.13
H -2.57 -2.52 -2.59
H -4.04 -2.95 -1.74
H -2.48 -1.01 -0.83
H -4.24 -0.89 -0.69
H -4.36 0.76 -2.40
H -1.73 -0.42 -3.34
H -2.45 1.02 -4.08
H -3.04 -1.24 -5.17
H -4.35 -0.10 -4.86
H -2.73 2.90 -3.23
H -0.49 1.91 -3.26
H -0.06 2.68 -1.73
H 0.71 3.69 -4.16
H 0.51 4.68 -2.71
H -1.66 4.23 -4.80
H -0.65 5.67 -4.67
H -3.01 5.66 -3.53
H -1.66 6.39 -2.67
H -3.26 4.65 -1.45
H -1.55 4.68 -1.07
H -3.45 3.36 0.27
H -5.20 2.66 -1.78
H -5.60 3.66 -0.39
H -5.93 0.64 -0.42
H -7.23 1.78 -0.72
H -6.97 0.87 1.69
H -7.20 2.61 1.51
H -5.19 1.54 3.02
H -5.06 3.11 2.25
H -4.14 0.50 0.99
H -3.07 1.66 1.80
*
```